The following is a quantum chemistry calculation of a structure of composition C6H15AlClO3S at a distorted geometry, from OMol25.

The calculation puts the gap between HOMO and LUMO at 7.71 eV. The highest occupied orbital energy is -5.16 eV. The value obtained for the lowest unoccupied orbital energy is 2.55 eV. As for the net charge: -1. As for the calculated total energy: -42564.701 eV. The calculation puts the maximum force at 1.081 eV/Å.

Each line ends with the natural charge from an NBO analysis.
Element x y z (Å)
C (-2.0150, 2.2170, 1.7811)  -0.6533
C (-2.6446, 1.2302, 2.7688)  -0.0205
O (-1.8176, 0.1853, 3.1538)  -0.9569
Al (-0.0768, 0.0563, 3.2249)  1.3495
C (0.6445, -0.4056, 1.3087)  -1.0166
C (-0.4260, -0.6583, 0.3745)  0.6365
O (-0.9499, -0.0028, -0.4607)  -0.6020
Cl (-1.1227, -2.3766, 0.6124)  -0.2437
H (-1.2362, 2.8261, 2.2552)  0.2064
H (-1.5648, 1.6776, 0.9358)  0.2245
H (-2.7908, 2.8873, 1.3834)  0.1876
H (-3.5595, 0.8181, 2.3025)  0.1388
H (-2.9864, 1.7945, 3.6609)  0.1294
H (0.6428, 1.4501, 3.6560)  -0.4471
H (0.3381, -1.1646, 4.1991)  -0.4326
H (1.2290, 0.4478, 0.9419)  0.2443
H (1.2687, -1.2902, 1.4485)  0.2596
C (0.5562, -1.5059, -2.8840)  -0.8398
S (2.3418, -1.6834, -2.9367)  1.2427
O (2.9100, -1.1454, -1.6765)  -0.9788
C (2.6110, -0.4105, -4.1838)  -0.8318
H (0.1674, -2.1770, -2.1192)  0.2604
H (0.2884, -0.4816, -2.6265)  0.2510
H (0.1694, -1.7903, -3.8635)  0.2143
H (2.2190, 0.5329, -3.8044)  0.2321
H (2.1185, -0.6958, -5.1135)  0.2166
H (3.6856, -0.3350, -4.3389)  0.2293

The following is a quantum chemistry calculation of a structure of composition C6H15AlO3 at a distorted geometry, from OMol25.

The calculation puts the gap between HOMO and LUMO at 9.86 eV. The highest occupied orbital energy is -18.22 eV. The value obtained for the lowest unoccupied orbital energy is -8.36 eV. As for the net charge: +2. As for the calculated total energy: -19185.592 eV. The calculation puts the maximum force at 3.667 eV/Å.

Each line ends with the natural charge from an NBO analysis.
Element x y z (Å)
H (-1.1440, 2.9151, -0.2525)  -0.2287
O (-2.3139, 1.2871, -3.1784)  -0.6332
C (-2.0199, 0.0284, -3.7696)  -0.1054
C (-1.6948, -1.0164, -2.7389)  -0.0975
O (-1.2687, -0.3978, -1.5451)  -0.6367
C (-0.8959, -1.1692, -0.4172)  -0.0923
C (-0.4854, -0.2532, 0.7104)  -0.1081
O (-1.1396, 0.9876, 0.6251)  -0.7105
C (-0.7228, 2.3212, 1.5211)  -0.2872
Al (-1.6541, 1.4637, -1.2835)  1.8182
H (-1.1729, 0.1598, -4.4593)  0.2268
H (-2.8969, -0.2958, -4.3491)  0.2469
H (-0.8789, -1.6607, -3.0961)  0.2463
H (-2.5832, -1.6246, -2.5132)  0.2275
H (-0.0509, -1.8045, -0.7188)  0.2449
H (-1.7619, -1.7840, -0.1300)  0.2270
H (0.6097, -0.1296, 0.7143)  0.2168
H (-0.7704, -0.7105, 1.6717)  0.2419
H (-1.3638, 3.2070, 1.5690)  0.2765
H (-0.8648, 1.9268, 2.5376)  0.2541
H (0.3713, 2.4185, 1.4589)  0.2472
C (-2.6907, 2.3061, -4.0977)  -0.2659
H (-3.0307, 3.1607, -3.5060)  0.2316
H (-1.8272, 2.5950, -4.7136)  0.2256
H (-3.4940, 1.9333, -4.7481)  0.2341

The following is a quantum chemistry calculation of a structure of composition C6H15BeN6O12 at a distorted geometry, from OMol25.

The relative energy (zero: lowest compared OMol25 entry of this formula, charge and spin) is 1126.9 kJ/mol. The calculation puts the gap between HOMO and LUMO at 2.29 eV. The highest occupied orbital energy is -5.30 eV. The value obtained for the lowest unoccupied orbital energy is -3.01 eV. As for the net charge: -1. As for the calculated total energy: -40370.913 eV. The calculation puts the maximum force at 9.124 eV/Å.

Each line ends with the natural charge from an NBO analysis.
Element x y z (Å)
Be (0.8178, -0.1080, -0.3547)  0.5879
O (1.5130, -6.0796, 2.4070)  -0.6922
C (1.5148, -4.8223, 1.9806)  0.9089
O (0.4289, -4.2685, 1.8126)  -0.5532
O (2.5729, -4.2551, 1.7693)  -0.6110
H (2.4659, -6.1107, 2.5194)  0.4823
O (0.0472, 0.4839, 6.4180)  -0.7197
C (0.5985, 0.4007, 5.1613)  0.9199
O (1.8048, 0.1101, 5.1666)  -0.6343
O (-0.0444, 0.6110, 4.1356)  -0.6049
H (0.8988, 0.5517, 6.8558)  0.4809
O (6.7622, 1.0507, -2.1108)  -0.7115
C (5.5524, 0.6882, -1.5962)  0.9130
O (4.6739, 0.4102, -2.3737)  -0.5929
O (5.4485, 0.4978, -0.3563)  -0.6536
H (7.1946, 0.9739, -1.2571)  0.4805
C (-1.8544, -3.9418, -3.9461)  0.7232
O (-0.9753, -3.1736, -3.5841)  -0.6881
N (-2.5096, -3.7776, -4.9836)  -0.7985
N (-2.0362, -5.0759, -3.4005)  -0.8173
H (-2.1969, -2.9916, -5.5354)  0.4096
H (-3.0940, -4.5021, -5.3758)  0.3771
H (-2.6937, -5.7850, -3.6920)  0.3771
H (-1.2998, -5.3222, -2.7546)  0.4170
C (-4.9868, 1.0872, -1.7445)  0.7322
O (-3.8331, 0.9610, -1.5921)  -0.6512
N (-5.7012, 1.7883, -0.9502)  -0.8149
N (-5.6001, 0.6458, -2.7943)  -0.8314
H (-5.3939, 2.3576, -0.1745)  0.4138
H (-6.7011, 1.8161, -1.0898)  0.3607
H (-5.0052, 0.1575, -3.4482)  0.4157
H (-6.6092, 0.6167, -2.7624)  0.3750
C (2.2214, 5.2637, 1.8176)  0.7446
O (1.9076, 4.5275, 0.9189)  -0.6614
N (1.6513, 5.2419, 2.9973)  -0.8364
N (3.0498, 6.2334, 1.7490)  -0.8177
H (0.8269, 4.6587, 3.0151)  0.4086
H (1.7902, 5.8868, 3.7621)  0.3782
H (3.2352, 6.8709, 2.5101)  0.3815
H (3.5578, 6.3228, 0.8807)  0.4024

The following is a quantum chemistry calculation of an isolated molecule of C6H15BrN2O at a distorted geometry, from OMol25.

The relative energy (zero: lowest compared OMol25 entry of this formula, charge and spin) is 0.0 kJ/mol. The calculation puts the gap between HOMO and LUMO at 9.40 eV. The highest occupied orbital energy is -8.59 eV. As for the structure (SMILES): CNN(C)C[C@@](C)(Br)OC. The value obtained for the lowest unoccupied orbital energy is 0.81 eV. As for the calculated total energy: -81533.406 eV. The calculation puts the maximum force at 3.812 eV/Å.

Each line ends with the natural charge from an NBO analysis.
Element x y z (Å)
C (-2.0318, 0.6903, -1.2996)  -0.4125
N (-1.9267, -0.7347, -1.0644)  -0.4596
N (-0.8519, -1.0594, -0.2064)  -0.3292
C (-1.1816, -2.2134, 0.6049)  -0.4007
C (0.4327, -1.0873, -0.7975)  -0.2127
C (1.5484, 0.0695, 0.0858)  0.3239
C (1.3583, -0.0094, 1.5786)  -0.7139
Br (3.4081, -0.5375, -0.3738)  -0.1178
O (1.2874, 1.2595, -0.5234)  -0.5553
C (1.8739, 2.4300, 0.0155)  -0.2615
H (-2.1752, 1.1811, -0.3362)  0.1994
H (-1.1479, 1.1280, -1.7859)  0.1752
H (-2.9075, 0.8642, -1.9257)  0.1982
H (-1.8550, -1.2365, -1.9562)  0.3255
H (-2.1390, -2.0223, 1.0872)  0.2160
H (-1.2611, -3.1364, 0.0106)  0.1685
H (-0.4148, -2.3488, 1.3665)  0.1955
H (0.9456, -2.0462, -0.7331)  0.1921
H (0.4556, -0.6847, -1.8053)  0.2109
H (1.9717, 0.7324, 2.0870)  0.2228
H (0.3100, 0.1768, 1.8047)  0.2369
H (1.6402, -0.9919, 1.9439)  0.2331
H (1.4098, 2.7130, 0.9639)  0.1745
H (1.6973, 3.2139, -0.7192)  0.2006
H (2.9513, 2.2988, 0.1523)  0.1900

The following is a quantum chemistry calculation of a structure of composition C6H15ClLiNO2 at a distorted geometry, from OMol25.

The relative energy (zero: lowest compared OMol25 entry of this formula, charge and spin) is 316.3 kJ/mol. The calculation puts the gap between HOMO and LUMO at 6.66 eV. The highest occupied orbital energy is -7.70 eV. The value obtained for the lowest unoccupied orbital energy is -1.04 eV. As for the calculated total energy: -24774.846 eV. The calculation puts the maximum force at 5.462 eV/Å.

Each line ends with the natural charge from an NBO analysis.
Element x y z (Å)
Li (-1.6902, 3.7008, 1.2213)  0.9458
Cl (-0.4316, 2.3001, 1.5417)  -0.8080
C (2.7054, -0.0070, -2.9605)  -0.2343
O (2.2390, -0.0711, -1.6954)  -0.5620
C (1.3997, 0.9283, -1.0679)  -0.0821
C (-0.0176, 0.9156, -1.5547)  -0.2736
N (-0.9559, 0.7736, -0.4090)  -0.6612
C (-1.0694, -0.5355, 0.2957)  -0.2594
C (-1.8134, -0.3851, 1.6673)  -0.0870
O (-2.1988, -1.6795, 2.1501)  -0.5422
C (-1.0862, -2.3055, 2.7399)  -0.2550
H (3.7643, -0.2208, -2.8157)  0.1801
H (2.5686, 1.0282, -3.2731)  0.1576
H (2.1856, -0.7399, -3.5775)  0.1678
H (1.7498, 1.9601, -1.0397)  0.1614
H (1.4550, 0.5469, -0.0483)  0.1973
H (0.0120, -0.0714, -2.0164)  0.2064
H (-0.1410, 1.7958, -2.1857)  0.1879
H (-0.6187, 1.4454, 0.2655)  0.3118
H (-0.1069, -0.9612, 0.5796)  0.1516
H (-1.3922, -1.3713, -0.3250)  0.2034
H (-2.8062, 0.0176, 1.4662)  0.1800
H (-1.3580, 0.2785, 2.4024)  0.1936
H (-1.0095, -1.7733, 3.6880)  0.1687
H (-0.1923, -2.1821, 2.1285)  0.1645
H (-1.1916, -3.3873, 2.8227)  0.1869

The following is a quantum chemistry calculation of a structure of composition C6H15CsNO4S at a distorted geometry, from OMol25.

The relative energy (zero: lowest compared OMol25 entry of this formula, charge and spin) is 401.4 kJ/mol. The calculation puts the gap between HOMO and LUMO at 5.49 eV. The highest occupied orbital energy is -3.62 eV. The value obtained for the lowest unoccupied orbital energy is 1.87 eV. As for the net charge: -1. As for the calculated total energy: -27526.080 eV. The calculation puts the maximum force at 9.414 eV/Å.

Each line ends with the Löwdin charge.
Element x y z (Å)
Cs (-1.3322, 0.5325, 1.5493)  1.8487
S (-1.7605, -1.4287, 3.4284)  0.0526
O (-1.9912, 0.0121, 3.6887)  -0.7729
O (-0.6525, -1.8392, 4.2645)  -0.3909
O (-2.9470, -2.2061, 3.8903)  -0.4172
O (-1.4390, -1.6008, 2.0410)  -0.8109
C (-1.7087, -0.1562, -2.0964)  -0.0647
C (-0.2478, -0.4409, -1.5561)  -0.2085
N (0.1909, 0.4383, -0.4349)  -0.4960
C (0.4646, 1.8188, -0.8732)  -0.2936
C (1.7579, 2.1055, -1.6358)  -0.0816
C (1.3472, -0.0732, 0.1838)  -0.3455
C (1.0253, -1.3698, 0.9943)  -0.1039
H (-2.5397, -0.1334, -1.3915)  0.0552
H (-1.9737, -0.8446, -2.8988)  0.0663
H (-1.7753, 0.8609, -2.4827)  0.0508
H (-0.1374, -1.4754, -1.2312)  0.1039
H (0.4597, -0.4807, -2.3844)  0.1036
H (-0.3484, 2.2112, -1.4841)  0.1015
H (0.3324, 2.3963, 0.0417)  0.0785
H (2.6291, 1.8277, -1.0425)  0.0635
H (1.8160, 1.5260, -2.5572)  0.0671
H (1.8371, 3.1209, -2.0240)  0.0701
H (1.8837, 0.5986, 0.8539)  0.1199
H (2.1434, -0.3306, -0.5147)  0.1062
H (1.8176, -1.5435, 1.7225)  0.0824
H (1.0463, -2.2750, 0.3875)  0.0752
H (0.1021, -1.2506, 1.5614)  -0.0596

Q: Which of these has the lowest maximum force?
A: C6H15AlClO3S

Copy entry 6 word for word.
The following is a quantum chemistry calculation of a structure of composition C6H15CsNO4S at a distorted geometry, from OMol25.

The relative energy (zero: lowest compared OMol25 entry of this formula, charge and spin) is 401.4 kJ/mol. The calculation puts the gap between HOMO and LUMO at 5.49 eV. The highest occupied orbital energy is -3.62 eV. The value obtained for the lowest unoccupied orbital energy is 1.87 eV. As for the net charge: -1. As for the calculated total energy: -27526.080 eV. The calculation puts the maximum force at 9.414 eV/Å.

Each line ends with the Löwdin charge.
Element x y z (Å)
Cs (-1.3322, 0.5325, 1.5493)  1.8487
S (-1.7605, -1.4287, 3.4284)  0.0526
O (-1.9912, 0.0121, 3.6887)  -0.7729
O (-0.6525, -1.8392, 4.2645)  -0.3909
O (-2.9470, -2.2061, 3.8903)  -0.4172
O (-1.4390, -1.6008, 2.0410)  -0.8109
C (-1.7087, -0.1562, -2.0964)  -0.0647
C (-0.2478, -0.4409, -1.5561)  -0.2085
N (0.1909, 0.4383, -0.4349)  -0.4960
C (0.4646, 1.8188, -0.8732)  -0.2936
C (1.7579, 2.1055, -1.6358)  -0.0816
C (1.3472, -0.0732, 0.1838)  -0.3455
C (1.0253, -1.3698, 0.9943)  -0.1039
H (-2.5397, -0.1334, -1.3915)  0.0552
H (-1.9737, -0.8446, -2.8988)  0.0663
H (-1.7753, 0.8609, -2.4827)  0.0508
H (-0.1374, -1.4754, -1.2312)  0.1039
H (0.4597, -0.4807, -2.3844)  0.1036
H (-0.3484, 2.2112, -1.4841)  0.1015
H (0.3324, 2.3963, 0.0417)  0.0785
H (2.6291, 1.8277, -1.0425)  0.0635
H (1.8160, 1.5260, -2.5572)  0.0671
H (1.8371, 3.1209, -2.0240)  0.0701
H (1.8837, 0.5986, 0.8539)  0.1199
H (2.1434, -0.3306, -0.5147)  0.1062
H (1.8176, -1.5435, 1.7225)  0.0824
H (1.0463, -2.2750, 0.3875)  0.0752
H (0.1021, -1.2506, 1.5614)  -0.0596